{
  "formula": "C19H55FO9S8Tl",
  "method": "ωB97M-V/def2-TZVPD",
  "total_charge": 1,
  "gap_ev": 4.424,
  "e_tot_ev": -133095.5677,
  "relative_energy_kcal_mol": 56.84,
  "symbols": ["Tl", "F", "C", "C", "C", "O", "H", "H", "H", "H", "H", "H", "H", "C", "S", "O", "C", "H", "H", "H", "H", "H", "H", "C", "S", "O", "C", "H", "H", "H", "H", "H", "H", "C", "S", "O", "C", "H", "H", "H", "H", "H", "H", "C", "S", "O", "C", "H", "H", "H", "H", "H", "H", "C", "S", "O", "C", "H", "H", "H", "H", "H", "H", "C", "S", "O", "C", "H", "H", "H", "H", "H", "H", "C", "S", "O", "C", "H", "H", "H", "H", "H", "H", "C", "S", "O", "C", "H", "H", "H", "H", "H", "H"],
  "xyz": [[-0.071155, -0.204770, -0.095671], [0.513595, -2.133730, -2.241971], [-2.178155, 0.374320, -4.399051], [-2.085655, 1.442440, -3.286141], [-3.296715, 2.377920, -3.503011], [-2.048975, 0.954320, -2.027641], [-3.086325, -0.214400, -4.269651], [-1.435705, -0.423690, -4.406661], [-2.099295, 0.761680, -5.414841], [-1.230405, 2.073260, -3.528441], [-3.374115, 2.836170, -4.488971], [-3.300745, 3.228320, -2.821161], [-4.253995, 1.863420, -3.419371], [-4.557385, 0.103940, 3.288179], [-3.142745, 1.002340, 2.379649], [-2.338465, -0.148820, 1.749969], [-4.040835, 1.852450, 1.011329], [-3.929575, -0.479160, 3.961929], [-5.234225, -0.394010, 2.593889], [-5.036175, 0.821320, 3.954679], [-4.835745, 1.138620, 0.795319], [-3.530545, 2.168710, 0.101559], [-4.400835, 2.792670, 1.429039], [3.192255, 3.501810, 1.813779], [3.503685, 1.856100, 1.094129], [2.153025, 1.371910, 0.564519], [4.657225, 2.206720, -0.342261], [2.453125, 3.411120, 2.609739], [2.774715, 4.191670, 1.080389], [4.090465, 3.871030, 2.308759], [4.295725, 2.991410, -1.006851], [5.074495, 1.411330, -0.959781], [5.450545, 2.811600, 0.096919], [1.980165, 2.182320, -4.443401], [2.659335, 1.023640, -3.162941], [1.562095, 1.198370, -2.095961], [2.265805, -0.466170, -4.091981], [1.880575, 3.212220, -4.100621], [0.976715, 1.815860, -4.659961], [2.552045, 2.173460, -5.371281], [2.622825, -1.430020, -3.729181], [2.514955, -0.475580, -5.153091], [1.181335, -0.551450, -4.160931], [3.723915, -2.956940, -0.870391], [3.681995, -1.558060, 0.312809], [2.293205, -1.450520, 0.880819], [4.625245, -2.375540, 1.679719], [3.504185, -3.938280, -0.449931], [4.745925, -3.141080, -1.201581], [3.067455, -2.821870, -1.729991], [4.396705, -2.038340, 2.690739], [5.709675, -2.313430, 1.588839], [4.399115, -3.438980, 1.757539], [-2.346155, -4.639490, -0.855411], [-3.177135, -3.046820, -1.259471], [-2.402405, -1.923110, -0.459711], [-2.882705, -2.959290, -3.112261], [-1.354195, -4.768450, -1.288411], [-2.928945, -5.533280, -1.078111], [-2.041465, -4.750010, 0.185289], [-3.811045, -2.825880, -3.667681], [-2.422275, -3.869210, -3.497141], [-2.274285, -2.080390, -3.325491], [-1.805335, 4.790670, 0.412289], [-0.268295, 3.866110, 0.531539], [-0.761185, 2.447510, 0.825129], [0.096105, 3.970860, -1.255611], [-2.245095, 4.927550, 1.400209], [-2.493865, 4.349730, -0.308551], [-1.530625, 5.752570, -0.020591], [0.881215, 3.265270, -1.527381], [0.301405, 4.990780, -1.580751], [-0.796755, 3.690270, -1.814331], [-0.411315, -0.657390, 5.109029], [0.967905, 0.060300, 4.061499], [0.301365, 0.249920, 2.739459], [0.920255, 1.788880, 4.772259], [-0.446485, -1.695100, 4.777329], [-1.382645, -0.307480, 4.759479], [-0.048805, -0.532510, 6.129369], [0.024905, 2.336330, 4.477749], [1.842325, 2.244630, 4.411449], [0.957645, 1.839630, 5.860439], [1.252405, -4.800090, 1.811959], [0.700445, -3.318330, 2.683719], [-0.083105, -2.387220, 1.719389], [-0.644895, -4.179110, 3.721759], [2.276985, -4.734360, 1.445869], [0.642975, -4.796790, 0.908249], [1.114175, -5.782460, 2.263559], [-0.777675, -3.678650, 4.680939], [-0.374875, -5.216940, 3.916949], [-1.562865, -4.156260, 3.134479]],
  "atomic_forces_ev_per_a": [[-0.486, -0.653, -0.735], [-0.095, 0.852, 0.946], [0.245, -0.866, 0.036], [0.110, -0.879, -1.598], [-0.854, 0.737, 0.401], [0.041, -0.101, 1.070], [-0.440, 0.388, -0.203], [0.648, 0.280, 0.642], [-0.435, 0.412, 0.055], [0.658, 0.366, 0.234], [0.713, -0.256, -0.286], [0.061, -0.130, 0.329], [0.121, -0.310, 0.430], [1.409, 1.484, -0.454], [0.949, -1.206, -1.032], [-0.947, 1.233, 0.514], [-0.687, -0.308, 0.758], [-0.329, -0.693, -0.381], [0.271, -0.221, 0.276], [-0.310, 0.187, -0.367], [-0.210, 0.430, -0.385], [0.812, -0.848, 0.298], [-0.479, -0.164, 0.303], [0.208, 0.111, -0.330], [-1.347, -1.388, -0.958], [1.688, 1.176, 0.542], [-0.226, 2.077, 0.525], [-0.105, -0.558, -0.217], [0.275, 0.018, -0.091], [0.191, 0.086, -0.372], [-0.926, -0.312, -0.240], [-0.466, -0.439, 0.692], [0.532, -0.552, 0.491], [0.176, -0.482, -0.290], [-2.160, 0.852, 0.112], [1.268, -0.558, -0.920], [-0.862, -0.827, -1.017], [0.350, -0.213, 0.445], [-0.011, -0.138, 0.109], [0.192, -0.097, 0.103], [0.114, 0.464, 0.718], [0.760, 0.757, -0.029], [-0.175, 0.080, 0.726], [0.489, -0.687, 0.098], [-0.210, -0.819, 0.670], [0.257, -0.213, -0.457], [0.325, -0.717, 0.186], [-0.590, 0.259, 0.584], [0.265, 0.686, -0.170], [-0.162, 0.515, 0.224], [-0.448, 0.861, -0.381], [-0.016, 0.277, -0.471], [-0.245, -0.110, -0.529], [1.027, -0.419, 0.021], [1.779, 1.406, 1.316], [-1.312, -2.059, -1.931], [0.207, 0.039, 0.321], [-0.119, 0.481, -0.851], [-0.400, 0.353, -0.337], [-0.829, 0.819, 0.422], [-0.340, -0.027, 0.551], [0.245, 0.092, 0.318], [0.295, -0.266, 0.418], [0.288, 0.746, -0.301], [-1.035, -1.534, -0.561], [0.680, 0.813, -0.367], [-0.425, -0.155, -0.231], [0.050, -0.117, -0.121], [0.088, -0.442, 0.256], [-0.036, 0.295, 0.270], [0.134, 0.046, 0.289], [0.381, 0.105, 0.416], [-0.182, -0.332, 0.224], [1.416, -0.306, -1.162], [-2.306, 1.136, 0.142], [0.682, -0.001, -0.108], [0.467, -0.553, 0.327], [0.375, -0.092, 0.448], [0.226, 0.868, 0.479], [-0.770, -0.124, 0.135], [0.052, -0.326, -0.507], [-0.208, 0.187, -0.147], [0.135, -0.439, 0.103], [-0.312, -0.307, -1.419], [-1.867, 1.268, -0.163], [0.928, -2.268, 1.370], [0.633, 0.096, -0.664], [0.039, 0.382, 0.368], [-0.144, 0.002, -0.147], [-0.068, 0.372, 0.569], [0.068, 0.131, -0.258], [0.176, 0.096, -0.056], [0.079, 0.190, -0.035]]
}